No. 1
Molecular formula: C7H6ClNO4S
Method: DFT, the ωB97M-V functional and the def2-TZVPD basis

Properties
E_HOMO ... -9.678 eV
Relative energy (zero: lowest compared OMol25 entry of this formula, charge and spin) ... 24.95 kcal/mol
Molecular weight ... 235.6 g mol⁻¹
E_LUMO ... -1.49 eV
Charge ... 0

```
20
Properties=species:S:1:pos:R:3:mulliken_charge:R:1
Cl 3.015 -2.423 0.715 -0.174
S -3.717 -0.966 -0.687 0.809
O -2.134 3.345 0.797 -0.584
O -3.033 -1.287 -1.888 -0.383
O -2.410 1.269 0.650 -0.579
O -3.692 -2.093 0.231 -0.411
N -1.681 2.216 0.726 0.938
C 0.554 -1.507 0.220 -0.764
C 0.498 0.882 0.353 1.159
C 1.803 0.882 -0.173 -0.459
C -0.117 -0.383 0.524 -0.520
C 1.960 -1.603 -0.377 0.291
C -0.180 2.049 0.563 -0.950
C 2.424 -0.175 -0.674 -0.812
H 0.214 2.986 0.259 0.382
H 2.275 1.796 -0.075 0.417
H -0.076 -2.361 0.231 0.411
H -1.191 -0.289 0.843 0.536
H 2.058 -2.258 -1.301 0.314
H 3.429 -0.078 -0.937 0.381
```

***

No. 2
Molecular formula: C25H40F2N2O6S
Method: DFT, the ωB97M-V functional and the def2-TZVPD basis

Properties
E_HOMO ... -9.224 eV
Molecular weight ... 534.7 g mol⁻¹
SMILES string ... N#C[C@](F)(S)[C@](F)(C#N)CCCc1ccccc1.COCCOCCOC.COCCOCCOC
E_LUMO ... 0.32 eV
Charge ... 0

```
76
Properties=species:S:1:pos:R:3:mulliken_charge:R:1
S -2.748 -2.225 -3.951 -0.152
F -0.854 0.032 -4.466 -0.344
F -0.264 -2.219 -3.081 -0.225
O -0.225 1.443 4.105 -0.261
O 0.813 3.317 6.857 -0.268
O -1.424 -1.862 1.225 -0.429
O -0.260 -3.406 3.624 -0.313
O 1.965 3.567 4.009 -0.441
O -1.101 -4.824 0.547 -0.345
N -1.674 -1.123 -7.445 -0.491
N -0.508 -4.587 -5.412 -0.415
C -1.328 3.740 -5.658 -0.489
C -2.174 -5.532 -0.035 -0.756
C 0.915 4.286 4.636 -0.303
C 1.070 1.313 3.542 -0.031
C -2.082 -2.464 2.332 -0.563
C -1.060 2.848 -6.688 -0.654
C -0.930 -2.298 -4.270 0.662
C -0.313 -2.528 0.643 -0.362
C -0.670 -3.714 -0.223 -0.351
C 0.075 2.049 -6.652 -0.229
C -1.188 -1.149 -6.418 -0.494
C 0.691 3.028 -4.555 -0.309
C 2.086 2.176 4.258 -0.519
C 0.893 -3.004 4.327 -0.512
C 0.957 2.123 -5.577 0.621
C 1.600 3.180 8.019 -0.784
C 1.854 -0.053 -4.665 -0.755
C 2.147 1.203 -5.507 -1.461
C 1.052 -1.132 -5.398 -1.189
C -0.469 -1.097 -5.133 1.675
C 1.086 4.500 6.124 -0.572
C -0.442 3.830 -4.591 -0.584
C -1.259 1.445 3.142 -0.662
C -1.297 -2.437 3.624 0.002
C -0.666 -3.566 -4.925 -0.213
H 0.710 -2.974 5.406 0.329
H 0.435 -2.793 1.392 0.125
H -2.178 1.749 3.641 0.232
H 0.142 -1.782 -0.014 0.430
H -0.888 -1.432 3.774 -0.108
H 2.494 0.926 -6.496 0.419
H 3.067 1.907 3.860 0.383
H -2.543 -6.238 0.706 0.243
H -2.216 4.348 -5.706 0.402
H -0.634 4.524 -3.787 0.383
H 2.933 1.732 -4.974 0.437
H 1.383 0.265 3.632 -0.082
H 2.105 1.960 5.328 0.196
H 1.395 0.211 -3.719 0.513
H -1.049 2.159 2.339 0.433
H 2.106 4.849 6.320 0.349
H 1.306 3.907 8.785 0.327
H -2.688 -1.513 -2.817 0.156
H 1.673 -3.736 4.121 0.269
H 1.059 1.578 2.480 0.410
H 2.666 3.300 7.795 0.348
H -2.420 -3.475 2.098 0.249
H 1.415 -2.107 -5.078 0.496
H -2.974 -1.851 2.486 0.431
H 2.819 -0.492 -4.422 0.395
H 1.241 -2.022 3.991 0.028
H -1.399 0.450 2.709 0.087
H 0.222 -4.018 -0.786 0.395
H 0.384 5.279 6.450 0.393
H 0.267 1.358 -7.460 0.444
H -0.059 3.847 4.415 0.118
H 1.358 3.108 -3.708 0.387
H 1.231 -1.081 -6.465 0.622
H -2.994 -4.858 -0.311 0.330
H -1.973 -2.664 4.459 0.429
H 1.439 2.176 8.407 0.232
H 0.940 5.273 4.167 0.397
H -1.747 2.769 -7.518 0.393
H -1.848 -6.086 -0.922 0.332
H -1.443 -3.414 -0.940 0.169
```